<1>
Molecular formula: C5H13NO3
Method: DFT, ωB97M-V/def2-TZVPD

Each atom is followed by the atoms it is bonded to, with distances in Å.
Element x y z (Å)
1 C 0.607 -0.867 -0.551  C2 1.526, C3 1.530, C4 1.559, H8 1.094
2 C 0.134 -2.007 0.348  C1 1.526, H9 1.089, H12 1.090, H13 1.092
3 C 0.593 -1.268 -2.027  C1 1.530, H10 1.089, H11 1.092, H14 1.091
4 C -0.273 0.405 -0.363  C1 1.559, O5 1.403, O6 1.302, O17 1.521
5 O 0.326 1.468 -1.055  C4 1.403, H7 0.967
6 O -1.544 0.233 -0.588  C4 1.302
7 H -0.376 2.122 -1.181  O5 0.967
8 H 1.624 -0.573 -0.274  C1 1.094
9 H 0.191 -1.738 1.402  C2 1.089
10 H 0.931 -0.449 -2.660  C3 1.089
11 H 1.250 -2.126 -2.187  C3 1.092
12 H -0.901 -2.261 0.119  C2 1.090
13 H 0.751 -2.892 0.180  C2 1.092
14 H -0.419 -1.543 -2.330  C3 1.091
15 C 0.890 1.429 1.655  O17 1.418, H20 1.089, H21 1.095, H22 1.092
16 N -2.097 1.776 0.797  H18 1.022, H19 1.020
17 O -0.236 0.755 1.118  C4 1.521, C15 1.418
18 H -2.113 1.482 1.775  N16 1.022
19 H -2.874 1.275 0.366  N16 1.020
20 H 1.300 2.177 0.978  C15 1.089
21 H 1.666 0.695 1.896  C15 1.095
22 H 0.568 1.906 2.582  C15 1.092

Properties
- HOMO level (spin up / spin down) (Eh) = -0.3663 / -0.3660
- LUMO level (spin up / spin down) (eV) = -1.75 / -1.77
- Kohn-Sham gap (spin up / spin down) (eV) = 8.2 / 8.2
- 2S+1 = 1

These are the natural (NBO) partial charges, in e, on atoms 1 to 6:
1 C -0.2419
2 C -0.6082
3 C -0.6065
4 C 0.7605
5 O -0.7432
6 O -0.5898

=====

<2>
Molecular formula: C5H13NO3
Method: DFT, ωB97M-V/def2-TZVPD

Each atom is followed by the atoms it is bonded to, with distances in Å.
Element x y z (Å)
1 C 0.383 0.590 -1.204  C3 1.888, C4 1.510, O7 1.417, O8 1.407
2 C -0.369 -0.739 0.798  C3 1.443, C5 1.504, N6 1.366
3 C -0.912 -0.609 -0.534  C1 1.888, C2 1.443, H15 1.085, H16 1.082
4 C 0.985 1.688 -0.360  C1 1.510, H17 1.091, H18 1.099, H19 1.091
5 C -0.781 0.235 1.867  C2 1.504, H20 1.092, H21 1.091, H22 1.093
6 N 0.791 -1.426 1.019  C2 1.366, H13 1.012, H14 1.010
7 O 1.447 -0.206 -1.694  C1 1.417, H10 0.969
8 O -0.335 1.116 -2.293  C1 1.407, H11 0.972
9 O -1.873 -1.966 0.727  H12 0.969
10 H 1.079 -0.716 -2.432  O7 0.969
11 H 0.173 1.851 -2.678  O8 0.972
12 H -1.432 -2.821 0.838  O9 0.969
13 H 1.192 -1.907 0.225  N6 1.012
14 H 1.468 -1.007 1.640  N6 1.010
15 H -0.730 -1.408 -1.245  C3 1.085
16 H -1.819 -0.029 -0.633  C3 1.082
17 H 0.210 2.340 0.045  C4 1.091
18 H 1.642 2.319 -0.974  C4 1.099
19 H 1.610 1.287 0.440  C4 1.091
20 H 0.068 0.727 2.346  C5 1.092
21 H -1.456 1.000 1.480  C5 1.091
22 H -1.342 -0.318 2.623  C5 1.093

Properties
- HOMO level (Eh) = -0.2908
- LUMO level (eV) = 0.58
- Kohn-Sham gap (eV) = 8.5
- 2S+1 = 1

These are the natural (NBO) partial charges, in e, on atoms 1 to 6:
1 C 0.4865
2 C 0.4827
3 C -0.3673
4 C -0.6752
5 C -0.6775
6 N -0.8065

=====

Most stable: <2>

=====

<1>
Molecular formula: C2H6N2S
Method: DFT, ωB97M-V/def2-TZVPD

Each atom is followed by the atoms it is bonded to, with distances in Å.
Element x y z (Å)
1 H -1.858 -2.142 0.193  N2 1.064
2 N -2.133 -1.119 0.088  H1 1.064, C3 1.309
3 C -1.040 -0.433 -0.124  N2 1.309, N4 1.382, S5 1.838
4 N -1.058 0.948 -0.150  C3 1.382, H7 0.999, H8 1.066
5 S 0.594 -1.270 -0.224  C3 1.838, C6 1.776
6 C 1.743 0.048 0.085  S5 1.776, H9 1.145, H10 1.159, H11 1.065
7 H -1.952 1.394 -0.126  N4 0.999
8 H -0.217 1.511 -0.487  N4 1.066
9 H 1.731 0.978 -0.582  C6 1.145
10 H 1.495 0.503 1.122  C6 1.159
11 H 2.694 -0.417 0.205  C6 1.065

Properties
- HOMO level (Eh) = -0.3238
- LUMO level (eV) = 0.69
- Kohn-Sham gap (eV) = 9.5
- 2S+1 = 1

These are the natural (NBO) partial charges, in e, on atoms 1 to 6:
1 H 0.3435
2 N -0.7296
3 C 0.3087
4 N -0.8406
5 S 0.2127
6 C -0.7845

=====

<2>
Molecular formula: C2H6N2S
Method: DFT, ωB97M-V/def2-TZVPD

Each atom is followed by the atoms it is bonded to, with distances in Å.
Element x y z (Å)
1 C 0.829 -1.032 0.120  N2 1.445, H6 1.123, H7 1.068, H8 1.085
2 N -0.193 -0.028 -0.067  C1 1.445, N3 1.391, C4 1.389
3 N -1.332 -0.169 0.720  N2 1.391, H9 0.993, H10 1.001
4 C 0.225 1.084 -0.787  N2 1.389, S5 1.624, H11 1.102
5 S -0.676 2.434 -0.826  C4 1.624
6 H 1.297 -0.830 1.121  C1 1.123
7 H 0.527 -2.054 0.063  C1 1.068
8 H 1.562 -0.792 -0.644  C1 1.085
9 H -1.324 0.494 1.459  N3 0.993
10 H -2.121 -0.059 0.113  N3 1.001
11 H 1.206 0.952 -1.272  C4 1.102

Properties
- HOMO level (Eh) = -0.3146
- LUMO level (eV) = 0.74
- Kohn-Sham gap (eV) = 9.3
- 2S+1 = 1

These are the natural (NBO) partial charges, in e, on atoms 1 to 6:
1 C -0.3938
2 N -0.2517
3 N -0.6396
4 C -0.1042
5 S -0.1408
6 H 0.1867

=====

<3>
Molecular formula: C2H6N2S
Method: DFT, ωB97M-V/def2-TZVPD

Each atom is followed by the atoms it is bonded to, with distances in Å.
Element x y z (Å)
1 H -1.028 -2.095 -0.553  N2 1.048
2 N -1.421 -1.141 -0.364  H1 1.048, C3 1.359
3 C -0.518 -0.194 0.004  N2 1.359, C4 1.511, N5 1.387
4 C -0.828 1.283 -0.063  C3 1.511, H7 1.273, H8 1.252, H9 1.243
5 N 0.638 -0.657 0.613  C3 1.387, S6 1.879, H10 1.121
6 S 2.145 -0.078 -0.348  N5 1.879, H11 1.385
7 H 0.198 1.686 -0.700  C4 1.273
8 H -0.799 1.817 1.069  C4 1.252
9 H -1.863 1.220 -0.748  C4 1.243
10 H 0.686 -1.704 0.217  N5 1.121
11 H 2.792 -0.136 0.875  S6 1.385

Properties
- HOMO level (Eh) = -0.3532
- LUMO level (eV) = 0.16
- Kohn-Sham gap (eV) = 9.8
- 2S+1 = 1

These are the natural (NBO) partial charges, in e, on atoms 1 to 6:
1 H 0.3301
2 N -0.6971
3 C 0.3974
4 C -0.7192
5 N -0.6804
6 S 0.0547

=====

<4>
Molecular formula: C2H6N2S
Method: DFT, ωB97M-V/def2-TZVPD

Each atom is followed by the atoms it is bonded to, with distances in Å.
Element x y z (Å)
1 C -0.485 1.746 -0.202  N2 1.460, H6 1.131, H7 1.102, H8 1.099
2 N -1.022 0.533 -0.812  C1 1.460, C3 1.301
3 C -0.426 -0.606 -0.614  N2 1.301, N4 1.407, H9 1.101
4 N 0.729 -0.819 0.161  C3 1.407, S5 1.705, H10 0.988
5 S 1.395 -2.374 0.375  N4 1.705, H11 1.343
6 H 0.621 1.839 -0.423  C1 1.131
7 H -1.103 2.553 -0.625  C1 1.102
8 H -0.550 1.751 0.895  C1 1.099
9 H -0.704 -1.546 -1.114  C3 1.101
10 H 0.874 -0.243 0.950  N4 0.988
11 H 0.671 -2.834 1.409  S5 1.343

Properties
- HOMO level (Eh) = -0.3413
- LUMO level (eV) = 0.71
- Kohn-Sham gap (eV) = 10.0
- 2S+1 = 1

These are the natural (NBO) partial charges, in e, on atoms 1 to 6:
1 C -0.4612
2 N -0.4636
3 C 0.2652
4 N -0.7808
5 S 0.1905
6 H 0.1902

=====

Most stable: <1>

=====

<1>
Molecular formula: C4H3N3
Method: DFT, ωB97M-V/def2-TZVPD

Each atom is followed by the atoms it is bonded to, with distances in Å.
Element x y z (Å)
1 N 3.289 -0.515 0.319  C2 1.157
2 C 2.145 -0.496 0.143  N1 1.157, C3 1.430
3 C 0.727 -0.379 -0.002  C2 1.430, N4 1.314, N7 1.365
4 N -0.164 -1.336 0.125  C3 1.314, C5 1.367
5 C -1.372 -0.702 0.051  N4 1.367, C6 1.372, H8 1.082
6 C -1.204 0.651 -0.107  C5 1.372, N7 1.365, H9 1.080
7 N 0.146 0.846 -0.157  C3 1.365, C6 1.365, H10 1.009
8 H -2.300 -1.255 0.114  C5 1.082
9 H -1.895 1.481 -0.113  C6 1.080
10 H 0.627 1.706 -0.373  N7 1.009

Properties
- HOMO level (Eh) = -0.3502
- LUMO level (eV) = 0.61
- Kohn-Sham gap (eV) = 10.1
- 2S+1 = 1

These are the natural (NBO) partial charges, in e, on atoms 1 to 6:
1 N -0.2736
2 C 0.2409
3 C 0.1964
4 N -0.3834
5 C -0.0909
6 C -0.0854

=====

<2>
Molecular formula: C4H3N3
Method: DFT, ωB97M-V/def2-TZVPD

Each atom is followed by the atoms it is bonded to, with distances in Å.
Element x y z (Å)
1 C 0.379 -0.902 0.125  C2 1.497, C3 1.345, H8 1.106
2 C 1.083 0.403 0.328  C1 1.497, N5 1.457, N6 1.440, H9 1.173
3 C -0.844 -0.863 -0.433  C1 1.345, N7 1.401, H10 1.040
4 C -1.030 1.311 -0.390  N5 1.288, N7 1.248
5 N -0.068 1.286 0.467  C2 1.457, C4 1.288, N6 1.276
6 N 0.681 1.151 1.491  C2 1.440, N5 1.276
7 N -1.489 0.280 -0.924  C3 1.401, C4 1.248
8 H 0.771 -1.929 0.256  C1 1.106
9 H 2.012 0.887 -0.200  C2 1.173
10 H -1.494 -1.623 -0.719  C3 1.040

Properties
- HOMO level (spin up / spin down) (Eh) = -0.3275 / -0.3151
- LUMO level (spin up / spin down) (eV) = -0.49 / -0.76
- Kohn-Sham gap (spin up / spin down) (eV) = 8.4 / 7.8
- 2S+1 = 1

These are the natural (NBO) partial charges, in e, on atoms 1 to 6:
1 C -0.3077
2 C 0.0278
3 C -0.0019
4 C 0.3918
5 N -0.1701
6 N -0.1343

=====

<3>
Molecular formula: C4H3N3
Method: DFT, ωB97M-V/def2-TZVPD

Each atom is followed by the atoms it is bonded to, with distances in Å.
Element x y z (Å)
1 N -0.222 1.375 3.183  C2 1.156
2 C -0.295 1.148 2.052  N1 1.156, C3 1.373
3 C -0.377 0.766 0.736  C2 1.373, C4 1.323, H6 0.997
4 C -0.247 -0.430 0.185  C3 1.323, N5 1.175
5 N -0.098 -1.563 -0.086  C4 1.175, H7 1.011
6 H -0.559 1.487 0.073  C3 0.997
7 H -0.384 -2.454 -0.469  N5 1.011
8 C 1.447 0.860 -2.051  N9 1.140, H10 1.001
9 N 0.671 0.549 -2.826  C8 1.140
10 H 2.058 1.357 -1.434  C8 1.001

Properties
- HOMO level (Eh) = -0.3332
- LUMO level (eV) = 0.68
- Kohn-Sham gap (eV) = 9.7
- 2S+1 = 1

These are the natural (NBO) partial charges, in e, on atoms 1 to 6:
1 N -0.3337
2 C 0.2745
3 C -0.6483
4 C 0.5833
5 N -0.5953
6 H 0.2625

=====

Most stable: <1>

=====

<1>
Molecular formula: C3H3O3S
Method: DFT, ωB97M-V/def2-TZVPD

Each atom is followed by the atoms it is bonded to, with distances in Å.
Element x y z (Å)
1 C 2.551 -0.001 0.706  C2 1.289, H8 1.040
2 C 1.361 0.288 0.304  C1 1.289, C3 1.455
3 C 0.233 0.025 -0.577  C2 1.455, S4 1.734, H9 1.032, H10 1.184
4 S -1.411 0.006 -0.026  C3 1.734, O5 1.458, O6 1.518, O7 1.471
5 O -1.779 -1.359 0.332  S4 1.458
6 O -2.372 0.320 -1.158  S4 1.518
7 O -1.548 0.942 1.101  S4 1.471
8 H 2.357 0.110 1.722  C1 1.040
9 H 0.317 -0.975 -0.821  C3 1.032
10 H 0.291 0.644 -1.584  C3 1.184

Properties
- HOMO level (Eh) = -0.1741
- LUMO level (eV) = 3.33
- Kohn-Sham gap (eV) = 8.1
- 2S+1 = 1
- total charge = -1

These are the natural (NBO) partial charges, in e, on atoms 1 to 6:
1 C -0.4026
2 C 0.1501
3 C -0.8342
4 S 2.3691
5 O -1.0260
6 O -1.0258

=====

<2>
Molecular formula: C3H3O3S
Method: DFT, ωB97M-V/def2-TZVPD

Each atom is followed by the atoms it is bonded to, with distances in Å.
Element x y z (Å)
1 C -0.898 1.120 2.359  O4 1.150, O5 1.180
2 C -1.108 -0.155 -0.238  O6 1.322, S7 1.681
3 C 0.948 -0.886 -1.197  O6 1.366, H8 1.131, H9 1.172, H10 1.000
4 O -2.021 0.886 2.272  C1 1.150
5 O 0.200 1.464 2.623  C1 1.180
6 O -0.127 -1.032 -0.367  C2 1.322, C3 1.366
7 S -1.010 1.363 -0.953  C2 1.681
8 H 1.054 -1.739 -1.932  C3 1.131
9 H 2.034 -0.926 -0.758  C3 1.172
10 H 0.927 -0.094 -1.807  C3 1.000

Properties
- HOMO level (Eh) = -0.0744
- LUMO level (eV) = 3.68
- Kohn-Sham gap (eV) = 5.7
- 2S+1 = 1
- total charge = -1

These are the natural (NBO) partial charges, in e, on atoms 1 to 6:
1 C 1.0467
2 C -0.1457
3 C -0.2683
4 O -0.4903
5 O -0.5725
6 O -0.5573

=====

Most stable: <2>